# 1
Density functional theory data (the ωB97M-V functional and the def2-TZVPD basis) for C48H43F5N4O2SeSiTl as an isolated structure.

The geometry in XYZ format:
```
105
Properties=species:S:1:pos:R:3
Tl 0.58703 -0.52480 -1.05402
C 1.33380 -2.60209 3.53596
O 1.90269 -1.27790 3.63804
C 1.17079 -0.50961 2.78518
N 0.16995 -1.01699 2.20724
C 0.08848 -2.42020 2.63684
C -1.21972 -2.71342 3.33242
C -1.91288 -3.88511 3.05670
C -3.11517 -4.16375 3.69412
C -3.63554 -3.26781 4.61711
C -2.94480 -2.09659 4.90320
C -1.74438 -1.82287 4.26499
C 1.68230 0.85954 2.56789
C 2.68141 1.38441 3.38337
C 3.15498 2.65301 3.10492
C 2.65360 3.33008 2.00671
C 1.67693 2.70212 1.23899
N 1.17829 1.50881 1.52876
C 1.20247 3.33035 -0.01176
N 0.58461 2.76082 -0.95164
C 0.32568 3.78209 -1.98063
C 1.14602 4.99396 -1.49838
O 1.52861 4.65227 -0.15522
C -1.16668 4.00340 -2.07660
C -1.87841 3.48339 -3.14767
C -3.26305 3.57736 -3.19166
C -3.94559 4.20106 -2.15817
C -3.23939 4.73150 -1.08506
C -1.85726 4.63199 -1.04518
H 1.09584 -2.94972 4.54010
H 2.07253 -3.25469 3.07231
H 0.17996 -3.03871 1.73911
H -1.51570 -4.57598 2.32344
H -3.64798 -5.07529 3.45438
H -4.57814 -3.47569 5.10786
H -3.35014 -1.39028 5.61749
H -1.21963 -0.89584 4.46811
H 3.06690 0.79951 4.20578
H 3.92159 3.10234 3.72288
H 3.01582 4.30989 1.73234
H 0.68841 3.41765 -2.94165
H 0.58175 5.92419 -1.47232
H 2.05351 5.13382 -2.08683
H -1.33862 2.97934 -3.94051
H -3.80663 3.14276 -4.02152
H -5.02594 4.26385 -2.18068
H -3.76972 5.20907 -0.27096
H -1.31388 5.01842 -0.18903
C 0.08141 -0.87622 -3.49144
Si -1.66755 -1.32771 -3.58160
C -2.63124 -0.31892 -2.26810
N -2.06553 -0.35112 -0.91189
C -2.42177 -1.56301 -0.13816
C -3.46458 -1.29785 0.95290
C -4.50091 -0.29037 0.46590
C -3.82318 1.05929 0.16623
C -2.33243 0.86263 -0.13794
C -1.96744 -3.17228 -3.33560
C -0.93424 -4.10723 -3.39810
C -1.18262 -5.46812 -3.25256
C -2.47564 -5.91986 -3.03118
C -3.51985 -5.00558 -2.95745
C -3.26339 -3.65079 -3.11262
C -2.66155 -0.86706 -5.15042
C -2.79239 0.47290 -5.52875
C -3.49563 0.85527 -6.66332
C -4.09205 -0.10937 -7.46426
C -3.96969 -1.44838 -7.11998
C -3.26450 -1.81751 -5.97991
H 0.34974 0.05410 -4.00357
H 0.77504 -1.66956 -3.77648
H -3.71045 -0.54608 -2.27900
H -2.54894 0.71618 -2.62358
H -1.52070 -1.98658 0.31274
H -2.79809 -2.30970 -0.83719
H -2.97439 -0.91339 1.85236
H -3.92892 -2.24480 1.23790
H -5.30021 -0.16609 1.20036
H -4.97294 -0.67952 -0.44096
H -3.91770 1.73506 1.02212
H -4.31517 1.55307 -0.67586
H -1.75265 0.78497 0.78663
H -1.93152 1.71875 -0.68164
H 0.08611 -3.77368 -3.53616
H -0.35792 -6.17012 -3.28814
H -2.66830 -6.97813 -2.89906
H -4.53093 -5.34911 -2.77272
H -4.09216 -2.95025 -3.05961
H -2.32244 1.24158 -4.92533
H -3.57439 1.90461 -6.92539
H -4.64329 0.17971 -8.35092
H -4.42568 -2.21067 -7.74100
H -3.18178 -2.86893 -5.72960
F -1.11693 -9.02981 0.51443
C -0.52139 -7.85286 0.25160
C -1.25918 -6.68863 0.19271
F -2.58755 -6.73612 0.39642
C -0.63313 -5.48621 -0.07956
F -1.41817 -4.40021 -0.12864
C 0.74030 -5.36818 -0.29405
Se 1.57996 -3.71228 -0.65210
C 1.44773 -6.57097 -0.22149
F 2.77537 -6.58925 -0.40883
C 0.84314 -7.78585 0.04157
F 1.57332 -8.91359 0.10565
```

relative energy (zero: lowest compared OMol25 entry of this formula, charge and spin)	0.00	kcal per mole
E_HOMO	-3.416	eV
E_LUMO	2.02	eV
largest force on an atom	0.010	hartree/bohr
charge	-1
E	-5587.220065	Ha


# 2
Density functional theory data (the ωB97M-V functional and the def2-TZVPD basis) for C48H43NOP2S2SiTi as an isolated structure.

The geometry in XYZ format:
```
99
Properties=species:S:1:pos:R:3
Ti 0.33040 -0.03870 -0.57410
O -1.11990 -0.60210 4.77350
S -0.17570 -0.34570 3.70130
C 1.43400 -1.03530 4.16170
C 1.78700 -1.33910 5.45850
C 3.08100 -1.76750 5.72080
C 3.99740 -1.87270 4.68500
C 3.62530 -1.61500 3.37330
C 2.32380 -1.20560 3.10620
P 1.58550 -1.14920 1.42820
C 3.07620 -1.51160 0.43050
C 3.43180 -2.75100 -0.09010
C 4.62970 -2.88310 -0.77490
C 5.46720 -1.79140 -0.94830
C 5.11280 -0.54810 -0.44080
C 3.91900 -0.40750 0.24650
C 0.58420 -2.65150 1.69310
C 1.08140 -3.78350 2.33520
C 0.21860 -4.81050 2.67380
C -1.14020 -4.69500 2.42700
C -1.64300 -3.55690 1.81520
C -0.78330 -2.54160 1.43800
C 0.49960 1.32970 3.90560
C 1.06620 1.78090 5.08140
C 1.61890 3.05110 5.12440
C 1.59740 3.85340 3.99510
C 1.00340 3.40830 2.82550
C 0.43450 2.13730 2.77530
P -0.58090 1.50300 1.37540
C -2.20360 1.73080 2.16470
C -2.50450 2.94200 2.78710
C -3.65500 3.05210 3.54290
C -4.47990 1.95220 3.72590
C -4.17480 0.74540 3.11510
C -3.04830 0.63470 2.31990
C -0.32200 2.90120 0.21620
C 0.97560 2.96630 -0.31160
C 1.34370 4.01520 -1.13570
C 0.41850 5.00690 -1.43390
C -0.87200 4.93330 -0.93570
C -1.25440 3.87370 -0.12650
H 1.04910 -1.23540 6.24020
H 3.37320 -2.01060 6.73130
H 5.01210 -2.17870 4.89160
H 4.34250 -1.75910 2.57680
H 2.78240 -3.60430 0.05240
H 4.92840 -3.84810 -1.15220
H 6.40600 -1.91300 -1.46360
H 5.76650 0.30180 -0.57050
H 3.64070 0.55160 0.68660
H 2.13170 -3.86260 2.58030
H 0.60130 -5.69640 3.15450
H -1.81200 -5.48390 2.72770
H -2.70420 -3.46620 1.64500
H -1.15910 -1.63880 0.93340
H 1.07580 1.14650 5.95390
H 2.05940 3.41720 6.03780
H 2.03120 4.84180 4.02560
H 0.96590 4.06520 1.96870
H -1.84140 3.79040 2.68710
H -3.89580 3.99430 4.01240
H -5.35230 2.04190 4.35420
H -4.80190 -0.11670 3.27440
H -2.81410 -0.30400 1.82820
H 1.72450 2.22420 0.00910
H 2.35240 4.08680 -1.51970
H 0.71620 5.84670 -2.04070
H -1.57880 5.71610 -1.16210
H -2.26670 3.81560 0.24890
S -2.38020 1.94630 -3.44910
C -3.44880 1.31090 -2.28200
C -2.81500 0.66730 -1.25310
C -1.41100 0.65460 -1.38920
C -1.02670 1.30870 -2.55630
C 0.32790 1.34320 -3.02130
C 0.71940 1.92050 -4.23940
C 2.03040 1.83010 -4.65110
C 2.94110 1.14210 -3.84700
C 2.50300 0.62440 -2.64660
N 1.23620 0.72060 -2.22730
H -4.50380 1.43340 -2.42590
H -3.35420 0.20200 -0.44130
H -0.02160 2.42240 -4.83970
H 2.34770 2.27850 -5.58000
H 3.96750 1.00310 -4.14760
H 3.19280 0.09710 -1.99120
C -1.61180 -2.04390 -3.06530
Si -0.00300 -2.23450 -2.01180
C -0.08050 -4.01010 -1.27760
C 1.48370 -2.31500 -3.25110
H -1.67840 -2.85570 -3.78750
H -1.63970 -1.11750 -3.63760
H -2.51320 -2.08950 -2.45580
H -0.00670 -4.71680 -2.09880
H 0.72030 -4.24870 -0.58610
H -1.01860 -4.20660 -0.77050
H 1.39460 -3.21810 -3.85080
H 2.45050 -2.35830 -2.74950
H 1.49940 -1.48230 -3.95180
```

relative energy (zero: lowest compared OMol25 entry of this formula, charge and spin)	12.55	kcal per mole
E_HOMO	-13.517	eV
E_LUMO	-6.61	eV
largest force on an atom	0.036	hartree/bohr
charge	+2
E	-4602.414995	Ha